(1)
DFT (ωB97M-V/def2-TZVPD) results for a cluster of 2 separate species, C2H8OS2 in total in a non-equilibrium geometry.

ORCA input file:
```
! wB97M-V def2-TZVPD RIJCOSX def2/J DEFGRID3
* xyz 0 1
C -0.279 1.793 0.326
C 0.412 2.147 -1.039
S 1.132 0.651 -1.755
S -0.190 -0.130 -3.091
H 0.236 1.000 0.874
H -1.210 1.229 0.140
H -0.358 2.657 0.914
H 1.308 2.792 -0.754
H -0.229 2.722 -1.726
H 0.252 0.269 -4.294
H -0.835 -4.633 3.139
H -0.251 -5.720 3.895
O 0.013 -4.775 3.371
*
```

Largest force on an atom = 7.09 eV Å⁻¹
Relative energy (zero: lowest compared OMol25 entry of this formula, charge and spin) = 28.9 kcal/mol
HOMO-LUMO gap = 9.673 eV
Structure (SMILES) = CCSS.O



(2)
DFT (ωB97M-V/def2-TZVPD) results for a cluster of 2 separate species, C3H6O3 in total in a non-equilibrium geometry.

ORCA input file:
```
! wB97M-V def2-TZVPD RIJCOSX def2/J DEFGRID3
* xyz 0 1
C 1.657 1.351 -2.478
C 0.672 0.804 -1.760
O 0.979 -0.075 -0.775
H 1.546 2.175 -3.164
H 2.648 0.944 -2.335
H -0.312 1.260 -1.775
H 0.203 -0.560 -0.457
O -0.921 -1.357 0.713
C -1.142 -0.991 1.835
O -1.162 0.266 2.273
H -1.516 -1.662 2.614
H -0.533 0.804 1.786
*
```

Largest force on an atom = 1.78 eV Å⁻¹
Relative energy (zero: lowest compared OMol25 entry of this formula, charge and spin) = 34.6 kcal/mol
HOMO-LUMO gap = 9.363 eV
Structure (SMILES) = C=CO.O=CO



(3)
DFT (ωB97M-V/def2-TZVPD) results for a cluster of 2 separate species, C5H9NO in total in a non-equilibrium geometry.

ORCA input file:
```
! wB97M-V def2-TZVPD RIJCOSX def2/J DEFGRID3
* xyz 0 1
C -2.199 -0.395 -0.104
C -0.702 -0.071 -0.106
C -0.394 1.312 0.478
C 2.616 0.283 -0.654
O 3.061 -0.926 -0.479
C 0.080 -1.098 0.601
N 0.741 -1.899 1.116
H -2.719 0.335 -0.732
H -2.609 -0.325 0.909
H -2.404 -1.396 -0.495
H -0.321 -0.103 -1.134
H -0.847 2.079 -0.158
H -0.804 1.408 1.488
H 0.688 1.462 0.494
H 3.364 0.733 -1.352
H 2.448 -1.398 0.129
*
```

Largest force on an atom = 1.11 eV Å⁻¹
Relative energy (zero: lowest compared OMol25 entry of this formula, charge and spin) = 84.2 kcal/mol
HOMO-LUMO gap = 9.499 eV



(4)
DFT (ωB97M-V/def2-TZVPD) results for a structure of composition C22H21N4O6OsS2Se2 in a non-equilibrium geometry.

ORCA input file:
```
! wB97M-V def2-TZVPD RIJCOSX def2/J DEFGRID3
* xyz -1 1
Os -1.022 0.381 -0.543
O -0.878 -2.920 1.140
C -0.889 -3.147 2.522
C 0.179 -2.393 3.325
C 0.206 -3.119 4.687
O 0.977 -2.487 5.693
C 1.572 -2.489 2.675
Se 2.008 -1.003 1.443
C -0.207 -0.932 3.542
Se 0.012 0.151 1.922
H -1.185 -2.013 0.967
H -0.730 -4.222 2.652
H -1.871 -2.909 2.951
H 0.539 -4.152 4.532
H -0.810 -3.158 5.085
H 1.894 -2.444 5.404
H 1.666 -3.429 2.131
H 2.350 -2.453 3.438
H 0.418 -0.480 4.309
H -1.251 -0.847 3.851
S -3.241 -0.434 -0.568
C -3.386 0.051 -2.226
S -1.962 0.937 -2.595
C -4.426 -0.252 -3.090
C -5.537 -1.021 -2.648
N -6.439 -1.645 -2.291
C -4.392 0.159 -4.451
N -4.370 0.488 -5.556
O -0.678 2.637 0.056
C 0.547 2.411 0.017
O 0.966 1.229 -0.210
C 1.546 3.484 0.297
C 2.905 3.227 0.165
C 3.836 4.223 0.429
C 3.414 5.480 0.826
C 2.054 5.710 0.956
C 1.107 4.739 0.698
N 1.606 7.046 1.392
O 2.444 7.926 1.464
O 0.421 7.209 1.592
H 3.215 2.238 -0.143
H 4.893 4.019 0.324
H 4.111 6.278 1.035
H 0.050 4.939 0.800
N -0.514 -1.640 -1.133
C -0.273 -1.813 -2.548
C -1.278 -2.293 -3.372
C -1.053 -2.392 -4.736
C 0.172 -2.025 -5.273
C 1.175 -1.551 -4.438
C 0.954 -1.440 -3.074
H -1.254 -2.284 -0.858
H 0.324 -1.925 -0.628
H -2.245 -2.542 -2.949
H -1.850 -2.737 -5.383
H 0.340 -2.092 -6.340
H 2.129 -1.250 -4.852
H 1.712 -1.032 -2.414
*
```

Largest force on an atom = 2.20 eV Å⁻¹
Relative energy (zero: lowest compared OMol25 entry of this formula, charge and spin) = 5.1 kcal/mol
HOMO-LUMO gap = 5.406 eV



(5)
DFT (ωB97M-V/def2-TZVPD) results for a cluster of 9 separate species, C36H58O18 in total in a non-equilibrium geometry.

ORCA input file:
```
! wB97M-V def2-TZVPD RIJCOSX def2/J DEFGRID3
* xyz 0 1
O 34.597 -9.569 -15.437
C 34.113 -10.230 -16.354
O 32.793 -10.574 -16.469
C 31.806 -10.027 -15.590
C 31.239 -8.710 -16.005
C 35.012 -10.676 -17.465
H 32.178 -9.991 -14.566
H 30.954 -10.702 -15.501
H 31.111 -8.690 -17.087
H 31.941 -7.902 -15.802
H 30.267 -8.571 -15.532
H 35.962 -10.954 -17.008
H 35.276 -9.955 -18.239
H 34.528 -11.512 -17.969
O 25.337 -8.494 -15.960
C 24.647 -7.571 -15.550
O 23.273 -7.653 -15.437
C 22.509 -8.858 -15.423
C 22.169 -9.180 -13.961
C 25.244 -6.239 -15.138
H 23.076 -9.735 -15.736
H 21.684 -8.748 -16.127
H 23.102 -9.235 -13.399
H 21.702 -10.161 -13.873
H 21.432 -8.457 -13.612
H 26.084 -6.572 -14.527
H 24.458 -5.723 -14.587
H 25.716 -5.638 -15.914
O 24.559 -7.044 -11.687
C 24.520 -7.648 -10.619
O 25.255 -7.304 -9.576
C 24.870 -8.097 -8.446
C 24.152 -9.260 -9.022
C 23.574 -8.785 -10.285
H 24.216 -7.615 -7.719
H 25.784 -8.384 -7.926
H 23.393 -9.647 -8.342
H 24.924 -10.025 -9.111
H 22.569 -8.444 -10.535
H 23.737 -9.501 -11.091
O 30.625 -7.429 -12.661
C 29.683 -6.624 -12.668
O 28.969 -6.316 -11.511
C 27.979 -5.351 -11.756
C 28.324 -4.741 -13.062
C 29.167 -5.868 -13.828
H 27.967 -4.511 -11.062
H 26.988 -5.791 -11.870
H 28.871 -3.822 -12.853
H 27.397 -4.657 -13.629
H 29.975 -5.392 -14.384
H 28.543 -6.477 -14.482
O 22.033 -11.762 -9.267
C 22.052 -12.338 -10.341
O 21.793 -13.734 -10.468
C 21.860 -14.227 -11.770
C 21.574 -13.014 -12.548
C 22.237 -11.826 -11.738
H 21.103 -15.006 -11.863
H 22.876 -14.616 -11.841
H 20.508 -12.840 -12.692
H 21.964 -13.120 -13.560
H 21.758 -10.852 -11.829
H 23.303 -11.812 -11.967
O 25.702 -11.588 -12.107
C 26.284 -10.920 -12.928
O 27.029 -11.569 -13.900
C 27.813 -10.690 -14.694
C 27.828 -9.345 -13.987
C 26.550 -9.371 -13.090
H 27.345 -10.614 -15.676
H 28.821 -11.088 -14.810
H 27.811 -8.509 -14.686
H 28.813 -9.291 -13.525
H 25.719 -8.938 -13.646
H 26.634 -8.900 -12.110
O 30.286 -14.314 -14.170
C 30.210 -13.485 -13.222
O 30.710 -12.175 -13.322
C 30.727 -11.536 -12.042
C 29.551 -12.155 -11.278
C 29.409 -13.589 -11.894
H 30.414 -10.492 -12.082
H 31.726 -11.697 -11.637
H 28.650 -11.606 -11.552
H 29.731 -12.086 -10.206
H 28.386 -13.841 -12.175
H 29.818 -14.410 -11.306
O 28.955 -10.926 -17.772
C 28.386 -10.535 -18.745
O 28.554 -10.943 -20.008
C 27.749 -10.197 -20.896
C 27.504 -8.867 -20.156
C 27.387 -9.374 -18.778
H 26.820 -10.742 -21.061
H 28.197 -10.102 -21.886
H 26.660 -8.257 -20.475
H 28.383 -8.244 -20.321
H 26.367 -9.739 -18.651
H 27.615 -8.691 -17.960
O 25.095 -18.157 -13.067
C 24.919 -17.087 -13.664
O 25.559 -16.000 -13.286
C 25.186 -14.886 -14.169
C 24.101 -15.389 -15.034
C 23.876 -16.811 -14.682
H 26.048 -14.652 -14.795
H 24.906 -13.998 -13.602
H 24.548 -15.342 -16.027
H 23.212 -14.759 -15.010
H 24.034 -17.478 -15.530
H 22.847 -17.025 -14.395
*
```

Largest force on an atom = 5.30 eV Å⁻¹
Relative energy (zero: lowest compared OMol25 entry of this formula, charge and spin) = 0.0 kcal/mol
HOMO-LUMO gap = 9.948 eV
Structure (SMILES) = CCOC(C)=O.CCOC(C)=O.O=C1CCCO1.O=C1CCCO1.O=C1CCCO1.O=C1CCCO1.O=C1CCCO1.O=C1CCCO1.O=C1CCCO1



(6)
DFT (ωB97M-V/def2-TZVPD) results for a structure of composition C43H39ClIrN4O5PS.

ORCA input file:
```
! wB97M-V def2-TZVPD RIJCOSX def2/J DEFGRID3
* xyz 1 2
Ir 0.519 -0.005 -0.412
Cl 3.693 -2.240 0.978
C 2.557 -3.525 0.700
C 2.686 -4.647 1.502
C 1.842 -5.727 1.313
C 0.886 -5.685 0.311
C 0.766 -4.557 -0.483
C 1.586 -3.443 -0.301
P 1.421 -1.951 -1.347
C 0.372 -2.403 -2.777
C 0.820 -2.128 -4.066
C -0.028 -2.283 -5.156
C -1.330 -2.728 -4.973
C -1.786 -3.005 -3.693
C -0.950 -2.833 -2.596
C 3.066 -1.807 -2.097
C 3.698 -0.576 -2.203
C 4.951 -0.479 -2.792
C 5.575 -1.618 -3.277
C 4.946 -2.854 -3.176
C 3.696 -2.950 -2.589
H 3.453 -4.664 2.264
H 1.941 -6.602 1.942
H 0.229 -6.527 0.143
H 0.020 -4.556 -1.261
H 1.833 -1.787 -4.233
H 0.338 -2.066 -6.151
H -1.983 -2.863 -5.825
H -2.799 -3.354 -3.537
H -1.333 -3.034 -1.602
H 3.217 0.301 -1.792
H 5.443 0.482 -2.864
H 6.554 -1.547 -3.731
H 5.435 -3.743 -3.550
H 3.212 -3.916 -2.505
S -1.662 -0.374 -1.433
C -0.916 0.602 -2.656
C -1.433 1.086 -3.845
C -0.628 1.927 -4.603
C 0.632 2.269 -4.141
C 1.091 1.742 -2.938
N 0.338 0.903 -2.243
H -2.435 0.817 -4.148
H -0.992 2.329 -5.538
H 1.265 2.948 -4.693
H 2.048 2.009 -2.517
C -1.903 -1.248 3.769
N -1.469 -2.107 2.684
C -0.323 -2.959 2.923
C -2.043 -2.031 1.480
O -1.642 -2.598 0.464
H -2.151 -1.840 4.651
H -2.776 -0.677 3.458
H -1.112 -0.539 4.030
H -0.545 -3.652 3.738
H 0.550 -2.362 3.191
H -0.110 -3.521 2.017
H -2.934 -1.394 1.468
C 3.826 1.477 0.692
O 2.907 0.743 1.536
C 1.868 0.214 0.993
O 1.047 -0.481 1.614
H 4.341 2.164 1.356
H 3.267 2.031 -0.057
H 4.530 0.772 0.256
O 1.379 3.231 -0.100
C 0.353 2.942 0.494
N -0.337 3.734 1.361
C -1.609 3.139 1.753
C -1.511 1.789 1.016
O -2.374 0.932 1.013
N -0.311 1.722 0.388
C -1.678 2.802 3.240
C -0.523 2.726 4.009
C -0.594 2.340 5.342
C -1.817 2.019 5.910
C -2.972 2.083 5.140
C -2.904 2.470 3.811
C -2.766 4.002 1.273
C -3.469 3.720 0.109
C -4.464 4.582 -0.332
C -4.759 5.733 0.382
C -4.059 6.020 1.546
C -3.070 5.156 1.990
H -0.190 4.731 1.355
H 0.433 2.977 3.568
H 0.310 2.294 5.935
H -1.873 1.726 6.950
H -3.930 1.837 5.579
H -3.804 2.516 3.213
H -3.264 2.814 -0.448
H -5.016 4.348 -1.234
H -5.537 6.402 0.038
H -4.288 6.912 2.112
H -2.541 5.371 2.912
*
```

Largest force on an atom = 0.09 eV Å⁻¹
Relative energy (zero: lowest compared OMol25 entry of this formula, charge and spin) = 10.5 kcal/mol
HOMO-LUMO gap (alpha / beta) = 8.402 / 5.651 eV
Expectation value of S² = 0.77



(7)
DFT (ωB97M-V/def2-TZVPD) results for a structure of composition C29H21INO4PPd.

ORCA input file:
```
! wB97M-V def2-TZVPD RIJCOSX def2/J DEFGRID3
* xyz 2 1
Pd -0.395 -0.471 1.621
O -3.018 -4.165 2.227
C -2.414 -2.991 2.109
O -1.410 -2.678 2.696
C -3.073 -2.128 1.065
C -4.319 -2.454 0.546
C -4.902 -1.594 -0.366
C -4.212 -0.451 -0.737
C -2.961 -0.211 -0.191
N -2.403 -1.034 0.704
C -2.140 1.017 -0.522
O -2.497 1.772 -1.545
O -1.180 1.318 0.144
H -2.551 -4.701 2.887
H -4.816 -3.357 0.868
H -5.879 -1.805 -0.777
H -4.671 0.242 -1.429
H -3.212 1.402 -2.078
I 1.427 -1.884 0.398
C 2.287 -2.905 2.016
C 2.594 -4.205 1.735
C 3.287 -4.992 2.675
C 3.671 -4.432 3.853
C 3.358 -3.084 4.161
C 3.811 -2.538 5.386
C 3.554 -1.244 5.729
C 2.786 -0.454 4.862
C 2.309 -0.944 3.664
P 1.233 0.232 2.849
C 2.055 1.731 2.360
C 2.745 1.798 1.149
C 3.417 2.962 0.812
C 3.402 4.048 1.677
C 2.716 3.981 2.883
C 2.038 2.825 3.230
C -0.219 0.563 3.829
C -1.056 1.616 3.403
C -2.303 1.779 3.993
C -2.714 0.908 4.988
C -1.899 -0.150 5.396
C -0.664 -0.338 4.815
C 2.618 -2.279 3.248
H 2.323 -4.640 0.782
H 3.524 -6.019 2.438
H 4.231 -5.007 4.579
H 4.384 -3.177 6.046
H 3.918 -0.828 6.658
H 2.558 0.564 5.159
H 2.757 0.954 0.471
H 3.949 3.022 -0.127
H 3.929 4.954 1.410
H 2.708 4.830 3.553
H 1.497 2.780 4.168
H -0.711 2.315 2.651
H -2.938 2.599 3.686
H -3.677 1.050 5.460
H -2.237 -0.823 6.172
H -0.032 -1.163 5.118
*
```

Largest force on an atom = 0.64 eV Å⁻¹
HOMO-LUMO gap = 7.090 eV



(8)
DFT (ωB97M-V/def2-TZVPD) results for the ion C5H10N2P with charge +1 in a non-equilibrium geometry.

ORCA input file:
```
! wB97M-V def2-TZVPD RIJCOSX def2/J DEFGRID3
* xyz 1 1
C 2.613 0.696 -0.032
C 1.218 0.750 -0.001
C 0.580 2.108 -0.045
C 0.016 -2.659 -0.056
C -1.042 -0.091 0.139
N 0.856 -1.520 -0.019
N 0.392 -0.338 0.047
P 3.965 -0.313 0.033
H 3.045 1.704 -0.121
H 1.310 2.859 -0.334
H 0.189 2.403 0.931
H -0.233 2.154 -0.768
H 0.667 -3.516 -0.213
H -0.523 -2.805 0.886
H -0.717 -2.609 -0.868
H -1.254 0.773 0.760
H -1.530 -0.957 0.580
H -1.458 0.070 -0.858
*
```

Largest force on an atom = 2.05 eV Å⁻¹
Relative energy (zero: lowest compared OMol25 entry of this formula, charge and spin) = 78.8 kcal/mol
HOMO-LUMO gap (alpha / beta) = 6.527 / 5.764 eV



> Look up the largest force on an atom of the fifth one.

5.30 eV Å⁻¹



> What is the formula in the sixth record?

C43H39ClIrN4O5PS



> What is the largest force on an atom in the fifth record?

5.30 eV Å⁻¹



Please write out number 8 again, unchanged.
DFT (ωB97M-V/def2-TZVPD) results for the ion C5H10N2P with charge +1 in a non-equilibrium geometry.

ORCA input file:
```
! wB97M-V def2-TZVPD RIJCOSX def2/J DEFGRID3
* xyz 1 1
C 2.613 0.696 -0.032
C 1.218 0.750 -0.001
C 0.580 2.108 -0.045
C 0.016 -2.659 -0.056
C -1.042 -0.091 0.139
N 0.856 -1.520 -0.019
N 0.392 -0.338 0.047
P 3.965 -0.313 0.033
H 3.045 1.704 -0.121
H 1.310 2.859 -0.334
H 0.189 2.403 0.931
H -0.233 2.154 -0.768
H 0.667 -3.516 -0.213
H -0.523 -2.805 0.886
H -0.717 -2.609 -0.868
H -1.254 0.773 0.760
H -1.530 -0.957 0.580
H -1.458 0.070 -0.858
*
```

Largest force on an atom = 2.05 eV Å⁻¹
Relative energy (zero: lowest compared OMol25 entry of this formula, charge and spin) = 78.8 kcal/mol
HOMO-LUMO gap (alpha / beta) = 6.527 / 5.764 eV